Entry 1:
{
  "formula": "C5H8N",
  "method": "ωB97M-V with the def2-TZVPD basis set",
  "elements": ["C", "C", "C", "C", "C", "N", "H", "H", "H", "H", "H", "H", "H", "H"],
  "positions_angstrom": [[0.6118, 0.5760, 0.7551], [1.0796, -0.7014, 2.2370], [-0.6782, 1.4050, -0.7950], [0.2410, 0.2688, -0.6124], [0.1384, -1.0685, -1.2368], [-0.7631, 0.7796, 0.5408], [0.4256, -0.4648, 2.9687], [2.0951, -0.9157, 2.1053], [-0.3445, 2.3513, -0.8214], [-1.4952, 1.4456, -1.5116], [0.8444, -1.1907, -1.9458], [-0.6560, -1.1007, -2.0030], [0.1335, -1.7665, -0.5376], [-1.6323, 0.3821, 0.8566]],
  "lowdin_charge": [0.06, 0.29, 0.02, -0.18, 0.04, 0.09, -0.02, 0.01, 0.09, 0.15, 0.08, 0.13, 0.05, 0.19],
  "de_lowest_kj_mol": 862.7,
  "total_energy_ha": -249.4966,
  "charge": 1,
  "gap_ev": [9.08, 8.51],
  "multiplicity": 1
}


Entry 2:
{
  "formula": "C17H23FeGeN3O3S",
  "method": "ωB97M-V with the def2-TZVPD basis set",
  "elements": ["Fe", "C", "C", "C", "O", "C", "O", "O", "H", "H", "H", "H", "H", "H", "H", "N", "N", "C", "N", "S", "H", "H", "H", "H", "H", "Ge", "C", "C", "C", "C", "C", "C", "C", "C", "C", "C", "C", "C", "H", "H", "H", "H", "H", "H", "H", "H", "H", "H", "H"],
  "positions_angstrom": [[-0.4257, -1.2894, -0.4853], [3.2497, -2.6696, -0.2550], [2.5564, -1.6010, 0.5702], [3.3409, -1.2557, 1.8270], [1.2043, -2.0338, 0.9192], [2.3547, -0.3188, -0.2444], [3.2725, 0.3130, -0.6496], [1.0407, 0.0443, -0.4837], [3.4688, -3.5367, 0.3705], [4.1909, -2.2823, -0.6402], [2.6302, -2.9816, -1.0980], [3.5199, -2.1573, 2.4148], [2.8262, -0.5247, 2.4461], [4.3036, -0.8348, 1.5412], [1.2189, -2.8872, 1.3715], [-1.2523, -0.6094, -2.5057], [-1.7768, -1.6734, -3.2422], [-1.7302, -2.9527, -2.8096], [-2.2019, -3.8747, -3.6224], [-1.1221, -3.4046, -1.2834], [-1.9546, 0.1220, -2.4360], [-0.4413, -0.2288, -2.9931], [-2.1394, -1.4647, -4.1621], [-2.5634, -3.6698, -4.5421], [-2.2029, -4.8379, -3.3237], [0.2286, 0.8027, 1.2709], [-1.5963, 0.1508, 0.8933], [-2.1752, -0.8532, 1.6915], [-3.5516, -1.0027, 1.7316], [-4.3590, -0.1311, 1.0086], [-3.8026, 0.8878, 0.2324], [-2.4309, 1.0306, 0.1688], [0.7828, 2.5952, 0.9377], [1.1602, 3.0990, -0.3054], [1.4978, 4.4373, -0.4215], [1.4499, 5.2728, 0.6896], [1.0778, 4.7718, 1.9312], [0.7551, 3.4304, 2.0582], [0.7107, 0.1682, 2.5683], [-1.5463, -1.5061, 2.2897], [-3.9959, -1.7761, 2.3438], [-5.4354, -0.2323, 1.0617], [-4.4473, 1.5729, -0.3033], [-1.9912, 1.8373, -0.4089], [1.2225, 2.4481, -1.1665], [1.8109, 4.8293, -1.3805], [1.7173, 6.3161, 0.5877], [1.0552, 5.4178, 2.7983], [0.4957, 3.0426, 3.0388]],
  "lowdin_charge": [0.60, 0.02, -0.50, 0.01, -0.12, -0.50, 0.21, -0.26, 0.11, 0.11, 0.10, 0.11, 0.07, 0.12, 0.14, 0.03, -0.04, -0.78, 0.15, 0.76, 0.12, 0.13, 0.17, 0.14, 0.13, 1.14, -0.40, -0.11, -0.03, -0.01, -0.04, -0.11, -0.32, -0.09, -0.05, -0.04, -0.05, -0.11, 0.04, 0.12, 0.13, 0.13, 0.12, 0.12, 0.10, 0.12, 0.12, 0.12, 0.10],
  "de_lowest_kj_mol": 0.0,
  "total_energy_ha": -4789.9025,
  "s2": 6.01,
  "charge": 2,
  "gap_ev": [8.57, 7.95],
  "multiplicity": 5
}


Entry 3:
{
  "formula": "C2H4ClN",
  "method": "ωB97M-V with the def2-TZVPD basis set",
  "elements": ["C", "C", "N", "Cl", "H", "H", "H", "H"],
  "positions_angstrom": [[1.2613, -0.7863, -0.3165], [-1.2037, 0.2403, 0.5302], [2.2783, -0.3810, -0.7597], [-2.3351, 0.5544, -0.8392], [-1.3639, -0.7843, 0.5133], [-1.5392, 0.7806, 1.4084], [-0.4162, 0.7745, 0.0558], [3.3185, -0.3981, -0.5923]],
  "lowdin_charge": [-0.02, -0.51, 0.04, 0.42, -0.02, 0.04, -0.05, 0.11],
  "de_lowest_kj_mol": 202.3,
  "total_energy_ha": -593.4641,
  "gap_ev": 11.07,
  "multiplicity": 1
}


Entry 4:
{
  "formula": "C7H9N3O3",
  "method": "ωB97M-V with the def2-TZVPD basis set",
  "elements": ["C", "C", "C", "C", "C", "C", "C", "N", "N", "N", "O", "O", "O", "H", "H", "H", "H", "H", "H", "H", "H", "H"],
  "positions_angstrom": [[-1.1344, 0.2946, 0.5719], [-1.2861, -1.0243, 0.7398], [1.8394, 0.1233, 1.8626], [2.0079, 1.4529, 1.5748], [-1.1901, -1.5254, -1.5833], [-0.7173, -0.0913, -1.7817], [-0.5254, 0.8471, -0.5720], [-1.3739, -1.9366, -0.3343], [1.5782, -0.4813, 0.6279], [1.4352, 0.4841, -0.3452], [-1.3861, -2.2093, -2.5786], [1.8240, 1.6817, 0.2357], [-0.6975, 2.2257, -0.7145], [-1.3803, 0.9821, 1.3792], [-1.4711, -1.4802, 1.7526], [1.9918, -0.4972, 2.8016], [2.4237, 2.2510, 2.0591], [0.1463, -0.0451, -2.3225], [-1.3934, 0.4403, -2.5533], [-1.4965, -2.9178, -0.1559], [0.7987, -1.1718, 0.5238], [0.0068, 2.5976, -1.1876]],
  "lowdin_charge": [-0.08, -0.11, -0.08, -0.09, -0.48, -0.02, -0.35, 0.10, -0.03, 0.02, 0.06, -0.08, 0.05, 0.13, 0.14, 0.14, 0.09, 0.08, 0.17, 0.16, 0.12, 0.07],
  "de_lowest_kj_mol": 618.9,
  "total_energy_ha": -661.9443,
  "gap_ev": [7.42, 7.42],
  "multiplicity": 1
}


Entry 5:
{
  "formula": "C5H8O",
  "method": "ωB97M-V with the def2-TZVPD basis set",
  "elements": ["C", "C", "C", "O", "C", "C", "H", "H", "H", "H", "H", "H", "H", "H"],
  "positions_angstrom": [[-0.4991, 1.1365, -0.6761], [-0.0802, -0.0630, 0.1948], [0.1211, -1.3091, -0.6586], [-1.1283, -0.3327, 1.1001], [1.9962, 0.7442, 0.4024], [1.1919, 0.1369, 1.1954], [-0.5214, 2.0662, -0.0983], [0.1500, 1.3020, -1.5408], [-1.5160, 0.9336, -1.0390], [0.4478, -2.1432, -0.0339], [0.8817, -1.1354, -1.4278], [-0.8261, -1.5741, -1.1419], [-1.3417, 0.5114, 1.5207], [1.1241, -0.2734, 2.2030]],
  "lowdin_charge": [-0.06, -0.64, -0.04, -0.03, 0.17, -0.15, 0.09, 0.08, 0.09, 0.09, 0.09, 0.09, 0.11, 0.11],
  "de_lowest_kj_mol": 407.4,
  "total_energy_ha": -270.4027,
  "gap_ev": 10.39,
  "multiplicity": 1
}


Entry 6:
{
  "formula": "C17H13FN2O4",
  "method": "ωB97M-V with the def2-TZVPD basis set",
  "elements": ["O", "C", "O", "H", "C", "N", "N", "C", "O", "C", "C", "C", "C", "C", "C", "H", "H", "H", "H", "C", "H", "C", "O", "C", "C", "C", "C", "C", "C", "F", "H", "H", "H", "H", "H", "H", "H"],
  "positions_angstrom": [[2.7753, 2.8636, 0.4964], [1.6654, 2.7991, 0.0417], [0.8634, 3.8584, -0.0209], [0.0014, 3.5957, -0.3915], [1.0495, 1.5438, -0.5074], [-0.1339, 1.7213, -1.0107], [-0.8259, 0.7236, -1.5285], [-0.3673, -0.5876, -1.6411], [-1.0486, -1.4347, -2.1813], [0.9500, -0.8132, -1.0506], [1.4696, -2.1079, -1.0383], [2.6901, -2.3532, -0.4518], [3.4060, -1.3083, 0.1298], [2.9113, -0.0234, 0.1257], [1.6721, 0.2464, -0.4669], [3.4653, 0.7854, 0.5726], [4.3623, -1.5084, 0.5895], [3.0942, -3.3541, -0.4405], [0.8872, -2.8936, -1.4943], [-2.1921, 1.0359, -1.8981], [-2.5739, 0.1674, -2.4392], [-3.0487, 1.2996, -0.6476], [-3.1595, 0.1507, 0.1666], [-2.0676, -0.2878, 0.8642], [-1.8671, -1.6681, 0.9092], [-0.8071, -2.2172, 1.6019], [0.0885, -1.4016, 2.2739], [-0.1013, -0.0329, 2.2675], [-1.1742, 0.5074, 1.5836], [-1.3178, 1.8593, 1.6169], [0.5660, 0.6347, 2.7900], [0.9278, -1.8243, 2.8025], [-0.6729, -3.2874, 1.6061], [-2.5610, -2.2886, 0.3656], [-4.0722, 1.5199, -0.9582], [-2.6513, 2.1590, -0.1002], [-2.2033, 1.9212, -2.5366]],
  "lowdin_charge": [0.12, -0.47, 0.13, 0.10, -0.11, 0.15, -0.04, -0.37, 0.09, -0.07, 0.00, -0.06, -0.05, 0.00, -0.09, 0.11, 0.11, 0.11, 0.12, -0.07, 0.13, -0.15, -0.01, -0.22, 0.00, -0.08, -0.08, -0.01, -0.20, 0.06, 0.13, 0.11, 0.11, 0.13, 0.13, 0.11, 0.13],
  "de_lowest_kj_mol": 2.1,
  "total_energy_ha": -1165.9812,
  "smiles": "O=C(O)c1nn(CCOc2ccccc2F)c(=O)c2ccccc12",
  "gap_ev": 8.46,
  "multiplicity": 1
}


Entry 7:
{
  "formula": "C2H5FS2",
  "method": "ωB97M-V with the def2-TZVPD basis set",
  "elements": ["C", "C", "F", "S", "S", "H", "H", "H", "H", "H"],
  "positions_angstrom": [[0.8093, -0.7357, -0.2502], [0.0469, 0.8981, 0.8481], [-0.1134, 0.5582, 2.1023], [-2.8457, 0.2592, -0.2128], [-1.3137, 1.7121, -0.0398], [0.0214, -1.4672, -0.1111], [0.7829, -0.0662, -1.1035], [1.7367, -0.8339, 0.2374], [0.9240, 1.5027, 0.8852], [-3.0614, 0.5867, 1.1087]],
  "lowdin_charge": [0.05, -0.66, -0.05, 0.31, 0.43, 0.02, 0.01, 0.00, 0.06, -0.18],
  "de_lowest_kj_mol": 219.5,
  "total_energy_ha": -975.3458,
  "gap_ev": 9.04,
  "multiplicity": 1
}


Entry 8:
{
  "formula": "C4H7NO",
  "method": "ωB97M-V with the def2-TZVPD basis set",
  "elements": ["C", "C", "C", "C", "O", "N", "H", "H", "H", "H", "H", "H", "H"],
  "positions_angstrom": [[0.7340, -1.3024, 0.6522], [0.4703, -0.1839, -0.3524], [-0.9809, 0.1203, -0.8281], [-0.8161, 1.4686, -0.0995], [-1.4761, 2.4636, 0.0669], [0.4607, 1.1373, 0.2821], [1.7120, -1.1265, 1.1203], [-0.0080, -1.3224, 1.4598], [0.7770, -2.2959, 0.1957], [1.1888, -0.2495, -1.1781], [-1.2186, 0.2110, -1.8932], [-1.6769, -0.5655, -0.3507], [0.9640, 1.4540, 1.0993]],
  "lowdin_charge": [-0.06, -0.34, -0.02, -0.48, 0.07, 0.10, 0.08, 0.08, 0.08, 0.13, 0.11, 0.11, 0.14],
  "de_lowest_kj_mol": 77.8,
  "total_energy_ha": -286.6020,
  "smiles": "C[C@H]1CC(=O)N1",
  "gap_ev": 10.66,
  "multiplicity": 1
}


Entry 9:
{
  "formula": "C5H10O",
  "method": "ωB97M-V with the def2-TZVPD basis set",
  "elements": ["C", "C", "O", "C", "C", "C", "H", "H", "H", "H", "H", "H", "H", "H", "H", "H"],
  "positions_angstrom": [[0.6145, -0.2799, -2.1508], [-0.4796, -0.8874, -1.3177], [-0.2896, -1.7631, -0.5049], [-0.0251, 1.5461, 0.6156], [-0.4499, 1.1121, 1.7564], [0.9237, 0.6540, 1.3668], [1.5785, -0.4389, -1.6634], [0.4418, 0.7869, -2.3219], [0.6238, -0.7751, -3.1304], [-1.5048, -0.5123, -1.5046], [-1.3231, -1.7559, 1.5018], [-0.1732, 2.1574, -0.2623], [-1.2051, 1.0790, 2.5245], [-1.5920, -1.6342, 2.1863], [1.0662, -0.3799, 1.0407], [1.7938, 1.0912, 1.8639]],
  "lowdin_charge": [-0.06, -0.33, -0.02, -0.09, -0.08, -0.17, 0.08, 0.07, 0.09, 0.12, 0.03, 0.09, 0.09, 0.05, 0.06, 0.08],
  "de_lowest_kj_mol": 413.4,
  "total_energy_ha": -271.5952,
  "smiles": "C1=CC1.[H][H].CC=O",
  "gap_ev": 10.55,
  "multiplicity": 1
}


Entry 10:
{
  "formula": "C5H13NO2",
  "method": "ωB97M-V with the def2-TZVPD basis set",
  "elements": ["C", "C", "N", "C", "C", "C", "O", "H", "H", "H", "H", "H", "H", "H", "H", "H", "H", "H", "H", "H", "O"],
  "positions_angstrom": [[2.8822, -1.5382, -0.0925], [1.6434, -1.3210, 0.7923], [0.5161, -0.9148, -0.0361], [-1.8111, -1.6788, -0.4360], [-0.8204, -1.0344, 0.5502], [-1.2779, 0.3471, 1.0363], [-2.0250, 1.1243, 0.4976], [3.1248, -2.5008, -0.5430], [2.9558, -0.8379, -0.9282], [3.7570, -1.2904, 0.5257], [1.3952, -2.2789, 1.2302], [1.9127, -0.5327, 1.4984], [0.6210, -0.0149, -0.4815], [-2.8337, -1.3961, -0.1802], [-1.7137, -2.7525, -0.2833], [-1.5940, -1.3861, -1.4570], [-0.7408, -1.6330, 1.4593], [-0.7497, 0.6894, 1.9535], [-1.1056, 6.4216, -2.1507], [-2.3401, 5.8677, -1.3950], [-1.7963, 6.6605, -1.5601]],
  "lowdin_charge": [-0.10, -0.27, -0.05, -0.04, -0.38, -0.23, 0.05, 0.07, 0.07, 0.07, 0.11, 0.11, 0.12, 0.07, 0.07, 0.08, 0.13, 0.12, 0.01, 0.05, -0.06],
  "de_lowest_kj_mol": 194.5,
  "total_energy_ha": -403.5025,
  "smiles": "CCN[C@H](C)C=O.O",
  "gap_ev": 9.70,
  "multiplicity": 1
}


Entry 11:
{
  "formula": "C2HO3S",
  "method": "ωB97M-V with the def2-TZVPD basis set",
  "elements": ["C", "C", "O", "O", "O", "S", "H"],
  "positions_angstrom": [[-0.1953, 0.3964, 0.1277], [0.3348, -1.2966, 0.4855], [0.2659, -1.5050, 1.7077], [0.6410, -1.8709, -0.5163], [-0.4048, 2.4384, -1.3861], [-0.0852, 0.9717, -1.3575], [-0.5564, 0.8660, 0.9389]],
  "lowdin_charge": [-0.31, -0.75, -0.07, -0.04, -0.68, 0.85, -0.01],
  "de_lowest_kj_mol": 159.3,
  "total_energy_ha": -700.7395,
  "charge": -1,
  "gap_ev": 8.38,
  "multiplicity": 1
}


Entry 12:
{
  "formula": "C7H14",
  "method": "ωB97M-V with the def2-TZVPD basis set",
  "elements": ["C", "C", "C", "C", "C", "C", "C", "H", "H", "H", "H", "H", "H", "H", "H", "H", "H", "H", "H", "H", "H"],
  "positions_angstrom": [[0.6691, -2.0280, -0.0924], [-0.6322, -1.2814, 0.0331], [-1.0111, -0.5025, 1.0447], [-0.2383, -0.2287, 2.3007], [0.2212, 0.9509, -1.5363], [1.0073, 1.6076, -0.4394], [-0.9319, 1.3719, -2.0449], [0.9498, -2.1482, -1.1448], [0.5948, -3.0323, 0.3379], [1.4974, -1.5132, 0.4075], [-1.3076, -1.3677, -0.8164], [-1.9621, 0.0239, 0.9479], [-0.8312, -0.4987, 3.1822], [0.0095, 0.8366, 2.3979], [0.6952, -0.7975, 2.3410], [0.3809, 2.2626, 0.1747], [1.8232, 2.2053, -0.8591], [1.4628, 0.8671, 0.2294], [-1.4488, 0.7974, -2.8102], [-1.4214, 2.2781, -1.6976], [0.6515, 0.0436, -1.9510]],
  "lowdin_charge": [-0.11, -0.21, -0.20, -0.11, -0.27, -0.10, -0.02, 0.07, 0.08, 0.06, 0.10, 0.10, 0.07, 0.07, 0.07, 0.08, 0.08, 0.06, 0.05, 0.06, 0.08],
  "de_lowest_kj_mol": 166.6,
  "total_energy_ha": -275.0528,
  "smiles": "C/C=C\\C.C=CC",
  "gap_ev": 9.80,
  "multiplicity": 1
}


> What is the multiplicity in the fifth record?

1